(1)
Molecular formula: C31H18AsBr4MnNO2S
Method: DFT, the ωB97M-V functional and the def2-TZVPD basis

The geometry in ORCA input format:
```
! RIJCOSX wB97M-V def2-TZVPD def2/J DEFGRID3
* xyz 0 2
Mn -0.974 -0.822 0.550
Br -4.351 -6.251 3.218
C -3.408 -4.629 3.028
C -2.991 -3.918 4.150
Br -3.371 -4.575 5.876
C -2.270 -2.738 4.000
Br -1.686 -1.748 5.502
C -1.936 -2.238 2.739
O -1.256 -1.157 2.543
C -2.371 -2.981 1.574
O -2.053 -2.516 0.410
C -3.102 -4.155 1.758
Br -3.642 -5.068 0.193
C 5.736 -1.083 -1.934
C 5.564 -0.676 -0.622
C 4.295 -0.637 -0.066
C 3.195 -1.008 -0.829
C 3.377 -1.440 -2.139
C 4.643 -1.468 -2.694
As 1.339 -0.886 -0.159
C 1.616 0.307 1.359
C 1.961 -0.060 2.653
C 2.145 0.916 3.619
C 1.979 2.253 3.296
C 1.602 2.630 2.018
C 1.414 1.665 1.036
C 1.014 1.911 -0.348
C 0.730 3.149 -0.912
C 0.338 3.235 -2.237
C 0.211 2.093 -3.011
C 0.494 0.851 -2.466
C 0.904 0.755 -1.145
H 6.725 -1.107 -2.364
H 6.417 -0.381 -0.028
H 4.168 -0.308 0.959
H 2.516 -1.748 -2.727
H 4.777 -1.787 -3.718
H 2.081 -1.110 2.900
H 2.412 0.631 4.626
H 2.131 3.010 4.052
H 1.453 3.675 1.787
H 0.809 4.047 -0.316
H 0.123 4.201 -2.668
H -0.116 2.168 -4.038
H 0.392 -0.049 -3.064
S -3.233 3.286 -0.176
C -2.372 2.063 0.687
N -2.125 0.966 0.040
C -2.647 1.013 -1.233
C -2.598 -0.022 -2.164
C -3.167 0.182 -3.402
C -3.784 1.393 -3.719
C -3.866 2.421 -2.801
C -3.292 2.221 -1.553
H -2.065 2.237 1.702
H -2.140 -0.970 -1.883
H -3.152 -0.612 -4.132
H -4.226 1.523 -4.696
H -4.374 3.346 -3.032
*
```

As for the expectation value of S²: 0.79. As for the HOMO energy (alpha / beta): -6.39 / -6.53 eV. The HOMO-LUMO gap (alpha / beta) comes out at 0.2075 / 0.2142 hartree.

(2)
Molecular formula: C5H6ClNS
Method: DFT, the ωB97M-V functional and the def2-TZVPD basis

The geometry in ORCA input format:
```
! RIJCOSX wB97M-V def2-TZVPD def2/J DEFGRID3
* xyz 0 1
C 0.866 -1.122 -1.509
C -0.472 -1.102 -1.420
C -1.209 -0.051 -0.728
C -0.853 0.643 0.370
C 0.755 1.165 1.986
H 1.414 -0.223 -0.894
H -1.284 -1.822 -1.890
H -2.093 0.221 -1.248
H -1.433 1.538 0.593
H 0.449 -0.711 1.185
H 1.592 0.693 2.486
N 0.159 0.320 1.094
S 0.247 2.627 2.554
Cl 1.862 -2.175 -2.579
*
```

As for the HOMO energy: -8.34 eV. The relative energy (zero: lowest compared OMol25 entry of this formula, charge and spin) is 50.8 kcal/mol. The HOMO-LUMO gap comes out at 0.2973 hartree.

(3)
Molecular formula: C17H34FO12P2
Method: DFT, the ωB97M-V functional and the def2-TZVPD basis

The geometry in ORCA input format:
```
! RIJCOSX wB97M-V def2-TZVPD def2/J DEFGRID3
* xyz -1 1
C 4.181 5.668 -1.795
C 5.219 6.783 -1.565
C 5.487 7.078 -0.082
F 5.372 8.450 0.113
P 7.172 6.424 0.476
C 8.033 7.750 1.642
O 9.254 7.562 1.574
O 7.310 8.521 2.266
P 6.575 4.888 1.903
C 6.405 3.445 0.733
O 4.936 5.189 2.178
H 3.674 5.379 -0.873
H 3.430 5.973 -2.526
H 4.663 4.771 -2.188
H 6.155 6.488 -2.042
H 4.908 7.719 -2.031
H 4.709 6.610 0.519
H 7.158 2.699 0.994
H 6.557 3.738 -0.306
H 5.409 3.012 0.849
H 4.696 4.738 2.991
C -0.484 3.025 -2.145
C -0.003 2.364 -0.872
O 0.609 1.085 -1.134
C 1.868 1.151 -1.573
O 2.506 2.154 -1.745
O 2.307 -0.093 -1.782
C 3.657 -0.159 -2.260
H -1.152 2.358 -2.691
H -1.024 3.940 -1.904
H 0.357 3.282 -2.788
H -0.836 2.133 -0.211
H 0.703 2.996 -0.336
H 4.324 0.400 -1.608
H 3.719 0.242 -3.271
H 3.916 -1.213 -2.257
C -0.731 -1.699 -2.136
C -1.018 -3.181 -2.096
O -2.047 -3.503 -1.137
C -3.293 -3.291 -1.544
O -3.641 -2.898 -2.628
O -4.115 -3.588 -0.531
C -5.500 -3.358 -0.806
H -0.485 -1.325 -1.143
H 0.117 -1.497 -2.790
H -1.595 -1.148 -2.508
H -0.149 -3.739 -1.752
H -1.311 -3.565 -3.073
H -5.805 -3.851 -1.726
H -5.697 -2.289 -0.882
H -6.045 -3.775 0.036
C -7.868 -8.547 4.505
C -7.990 -8.194 3.039
O -7.701 -6.806 2.799
C -6.404 -6.495 2.757
O -5.487 -7.264 2.885
O -6.300 -5.180 2.580
C -4.955 -4.685 2.550
H -8.498 -7.890 5.107
H -8.186 -9.577 4.666
H -6.838 -8.446 4.843
H -9.012 -8.321 2.688
H -7.332 -8.809 2.426
H -4.357 -5.222 1.818
H -4.499 -4.763 3.536
H -5.026 -3.640 2.264
*
```

As for the HOMO energy: -3.76 eV. The HOMO-LUMO gap comes out at 0.1984 hartree.

(4)
Molecular formula: C2H4FNOS
Method: DFT, the ωB97M-V functional and the def2-TZVPD basis

The geometry in ORCA input format:
```
! RIJCOSX wB97M-V def2-TZVPD def2/J DEFGRID3
* xyz 0 1
C -1.926 -0.125 -0.850
C 0.467 -0.541 -0.082
N -0.712 -1.228 -0.412
O -4.279 0.739 -0.496
F -1.253 -1.753 0.771
S -3.256 -0.084 0.071
H -1.756 0.583 -1.657
H 1.119 -0.113 -0.890
H 0.148 0.358 0.632
H 1.123 -1.280 0.424
*
```

As for the HOMO energy: -9.58 eV. The relative energy (zero: lowest compared OMol25 entry of this formula, charge and spin) is 101.4 kcal/mol. The HOMO-LUMO gap comes out at 0.3466 hartree.

Number 1: E_tot -15478.31764 hartree. Number 2: E_tot -1107.16924 hartree. Number 3: E_tot -2353.70908 hartree. Number 4: E_tot -706.47774 hartree.